This record from OMol25 describes a molecular structure, C35H31CrN4O3 at a distorted geometry. The level of theory is wB97M-V/def2-TZVPD.

Last column: Löwdin charge in e.
Element x y z (Å)
O -0.310 -4.584 1.676  0.08
C -1.392 -4.145 1.757  -0.11
Cr -3.068 -3.292 2.019  0.13
C -2.067 -1.835 2.661  -0.15
O -1.405 -0.978 3.129  0.07
C -2.962 -3.650 3.896  -0.10
O -2.769 -3.736 5.046  0.13
C -4.861 -4.461 1.663  -0.11
C -4.024 -4.581 0.547  -0.10
C -3.486 -3.436 -0.061  -0.10
C -3.802 -2.135 0.402  -0.27
C -3.023 -0.980 -0.035  0.08
C -2.425 0.073 -0.224  -0.01
C -1.858 1.302 -0.560  -0.15
C -1.683 2.263 0.550  -0.17
C -2.462 2.088 1.733  -0.02
C -2.531 3.071 2.721  -0.06
C -1.772 4.242 2.611  -0.07
C -0.867 4.355 1.545  -0.07
C -0.778 3.353 0.568  -0.06
C -1.694 1.564 -1.992  -0.18
C -2.254 0.649 -2.929  -0.01
C -2.228 0.896 -4.306  -0.06
C -1.519 1.996 -4.805  -0.08
C -0.832 2.825 -3.913  -0.10
C -1.003 2.684 -2.529  -0.07
C -4.701 -2.041 1.509  -0.08
C -5.240 -3.183 2.105  -0.10
H -5.217 -5.353 2.184  0.14
H -3.751 -5.574 0.178  0.14
H -2.765 -3.536 -0.879  0.14
H -3.059 1.179 1.847  0.10
H -3.162 2.916 3.601  0.12
H -1.879 5.050 3.343  0.12
H -0.201 5.216 1.492  0.11
H 0.040 3.409 -0.163  0.08
H -2.775 -0.238 -2.561  0.11
H -2.730 0.213 -4.995  0.12
H -1.520 2.222 -5.877  0.11
H -0.168 3.602 -4.287  0.11
H -0.608 3.469 -1.875  0.10
H -4.930 -1.055 1.920  0.15
H -5.924 -3.083 2.952  0.15
C 3.250 2.268 -3.443  0.02
N 3.683 1.332 -2.427  -0.04
C 5.098 1.343 -2.154  -0.08
C 5.548 0.190 -1.272  -0.08
N 4.577 -0.183 -0.282  -0.02
C 5.088 -0.962 0.807  -0.08
C 4.016 -1.729 1.559  -0.08
N 2.757 -1.032 1.636  -0.03
C 1.803 -1.606 2.558  0.02
C 2.355 -0.180 0.656  -0.06
C 1.014 0.248 0.533  0.07
N 0.613 0.881 -0.564  0.14
C 1.413 1.097 -1.601  0.05
C 2.794 0.837 -1.521  -0.06
C 3.278 0.166 -0.370  -0.02
H 2.396 1.865 -3.995  0.11
H 2.964 3.238 -3.006  0.13
H 4.075 2.430 -4.144  0.12
H 5.612 1.297 -3.123  0.15
H 5.415 2.292 -1.677  0.17
H 5.813 -0.682 -1.893  0.16
H 6.460 0.479 -0.745  0.15
H 5.800 -1.679 0.392  0.15
H 5.651 -0.316 1.501  0.16
H 3.899 -2.724 1.084  0.17
H 4.337 -1.912 2.591  0.15
H 1.213 -0.825 3.040  0.11
H 1.118 -2.305 2.057  0.11
H 2.360 -2.153 3.325  0.12
H 0.282 0.028 1.315  0.13
H 0.982 1.536 -2.499  0.11

The total energy is -77302.7408 eV. The value obtained for the LUMO energy (alpha / beta) is -0.2199 / -0.3491 Eh. Its charge is +2. As for the multiplicity: 4.

=====

This record from OMol25 describes 7 unconnected molecules or ions with the total composition C45H109N7O13 at a distorted geometry. The level of theory is wB97M-V/def2-TZVPD.

Last column: Löwdin charge in e.
Element x y z (Å)
C -8.492 1.985 0.432  -0.05
C -7.100 1.349 0.461  -0.52
C -7.139 0.305 1.593  -0.03
C -6.945 0.712 -0.918  -0.14
C -5.495 0.307 -1.224  -0.17
C -4.558 1.476 -0.963  -0.15
C -4.686 2.126 0.412  -0.48
C -4.029 1.238 1.501  -0.01
C -3.876 3.465 0.285  -0.03
N -6.117 2.422 0.666  -0.10
O -6.228 3.074 1.910  -0.02
H -8.829 2.175 1.451  0.08
H -8.429 2.855 -0.222  0.09
H -9.191 1.281 -0.023  0.08
H -7.174 0.825 2.551  0.07
H -8.031 -0.323 1.542  0.09
H -6.290 -0.378 1.639  0.07
H -7.615 -0.144 -1.007  0.12
H -7.277 1.400 -1.699  0.12
H -5.256 -0.579 -0.629  0.10
H -5.275 -0.027 -2.241  0.11
H -4.806 2.294 -1.647  0.12
H -3.543 1.152 -1.198  0.11
H -4.279 0.188 1.327  0.07
H -4.443 1.520 2.468  0.08
H -2.944 1.200 1.418  0.06
H -4.436 4.199 -0.297  0.08
H -2.901 3.271 -0.159  0.07
H -3.804 3.904 1.282  0.08
H -6.714 3.883 1.721  0.11
C 7.828 2.305 -0.474  -0.11
O 6.456 2.580 -0.514  -0.24
C 5.966 3.912 -0.446  -0.19
C 4.451 3.892 -0.430  -0.21
N 3.889 3.702 -1.743  -0.04
C 2.481 3.310 -1.634  -0.18
C 1.556 4.230 -0.825  -0.22
O 1.476 3.761 0.507  -0.22
C 0.404 4.361 1.245  -0.08
H 7.935 1.224 -0.561  0.09
H 8.319 2.604 0.457  0.09
H 8.416 2.758 -1.278  0.09
H 6.386 4.496 -1.271  0.13
H 6.337 4.395 0.464  0.12
H 4.078 4.774 0.095  0.12
H 4.125 3.076 0.228  0.10
H 4.448 3.028 -2.242  0.05
H 2.469 2.310 -1.184  0.11
H 2.093 3.259 -2.652  0.11
H 0.598 4.069 -1.331  0.12
H 1.833 5.283 -0.929  0.13
H 0.350 4.061 2.289  0.09
H -0.505 3.968 0.779  0.06
H 0.453 5.441 1.097  0.09
C 4.860 0.739 1.496  -0.12
O 4.980 -0.387 2.308  -0.18
C 4.689 -0.259 3.686  -0.21
C 5.078 -1.602 4.361  -0.20
N 4.065 -2.633 4.072  -0.05
C 4.499 -3.912 4.646  -0.22
C 3.649 -5.078 4.133  -0.24
O 3.661 -5.087 2.731  -0.19
C 2.808 -6.063 2.169  -0.11
H 5.389 1.602 1.912  0.09
H 3.855 1.133 1.294  0.07
H 5.214 0.512 0.494  0.06
H 3.637 -0.038 3.878  0.10
H 5.309 0.493 4.184  0.12
H 5.081 -1.412 5.436  0.12
H 6.054 -1.946 4.010  0.12
H 4.058 -2.739 3.063  0.09
H 4.500 -3.981 5.735  0.12
H 5.531 -4.133 4.347  0.11
H 2.638 -5.057 4.550  0.12
H 4.136 -5.990 4.496  0.12
H 1.768 -5.739 2.229  0.09
H 2.927 -7.066 2.593  0.08
H 3.110 -6.266 1.141  0.08
C 0.297 1.387 5.438  -0.12
O -1.035 1.584 5.827  -0.19
C -1.998 1.001 4.979  -0.22
C -3.373 1.157 5.682  -0.19
N -3.311 0.404 6.946  -0.07
C -4.536 0.609 7.722  -0.20
C -5.862 0.472 6.951  -0.22
O -6.240 1.718 6.368  -0.21
C -7.533 1.694 5.784  -0.11
H 0.488 1.669 4.394  0.07
H 0.735 0.413 5.657  0.09
H 0.936 2.158 5.878  0.09
H -1.751 -0.056 4.837  0.13
H -1.995 1.468 3.989  0.10
H -4.097 0.646 5.050  0.11
H -3.508 2.213 5.926  0.13
H -2.471 0.734 7.402  0.10
H -4.411 1.587 8.199  0.12
H -4.624 -0.120 8.529  0.11
H -6.571 0.197 7.738  0.11
H -5.898 -0.293 6.172  0.12
H -8.336 1.582 6.518  0.08
H -7.633 0.912 5.028  0.08
H -7.680 2.686 5.359  0.09
C 1.351 -4.382 -1.247  -0.08
O 2.470 -3.578 -0.858  -0.19
C 3.129 -2.940 -1.939  -0.22
C 3.800 -1.665 -1.433  -0.17
N 4.265 -0.838 -2.559  -0.05
C 5.013 0.346 -2.140  -0.20
C 5.370 1.221 -3.348  -0.20
O 4.149 1.692 -3.892  -0.24
C 4.316 2.590 -4.978  -0.10
H 0.936 -4.787 -0.330  0.09
H 1.567 -5.173 -1.971  0.07
H 0.625 -3.736 -1.749  0.07
H 2.459 -2.685 -2.768  0.09
H 3.775 -3.699 -2.393  0.13
H 4.674 -1.893 -0.822  0.13
H 3.057 -1.108 -0.855  0.10
H 3.469 -0.522 -3.101  0.09
H 5.930 0.095 -1.611  0.11
H 4.272 0.879 -1.534  0.10
H 5.917 0.650 -4.102  0.13
H 5.913 2.105 -3.002  0.11
H 3.312 2.869 -5.299  0.09
H 4.779 2.145 -5.862  0.09
H 4.841 3.489 -4.649  0.09
C 2.118 -4.590 -5.045  -0.10
O 0.969 -4.124 -5.731  -0.19
C -0.131 -4.976 -5.675  -0.25
C -1.326 -4.334 -6.339  -0.21
N -1.699 -3.100 -5.665  -0.05
C -2.805 -2.415 -6.290  -0.22
C -2.972 -1.007 -5.707  -0.24
O -2.072 -0.057 -6.240  -0.18
C -2.021 1.109 -5.422  -0.09
H 2.908 -3.843 -4.999  0.09
H 2.548 -5.441 -5.582  0.09
H 1.864 -4.937 -4.040  0.06
H -0.375 -5.229 -4.637  0.12
H 0.083 -5.938 -6.157  0.12
H -2.168 -5.026 -6.416  0.12
H -1.113 -4.169 -7.404  0.12
H -0.889 -2.491 -5.674  0.08
H -3.702 -3.035 -6.273  0.12
H -2.653 -2.213 -7.362  0.12
H -2.837 -1.144 -4.631  0.11
H -4.015 -0.803 -5.969  0.12
H -3.004 1.582 -5.387  0.09
H -1.270 1.767 -5.856  0.09
H -1.674 0.892 -4.409  0.07
C 1.608 -0.957 1.893  -0.09
O 0.280 -1.195 1.472  -0.19
C -0.524 -0.055 1.316  -0.21
C -0.069 0.801 0.132  -0.20
N -0.431 0.380 -1.200  -0.03
C -0.166 -1.035 -1.521  -0.18
C -0.105 -1.260 -3.013  -0.20
O 0.738 -0.253 -3.619  -0.19
C 1.198 -0.726 -4.897  -0.09
H 1.733 -0.447 2.851  0.08
H 2.178 -0.539 1.064  0.06
H 1.963 -1.973 2.070  0.09
H -0.519 0.482 2.273  0.10
H -1.574 -0.348 1.252  0.11
H 0.976 1.113 0.226  0.10
H -0.597 1.757 0.226  0.09
H 0.002 0.925 -1.933  0.09
H -1.020 -1.567 -1.094  0.13
H 0.731 -1.435 -1.041  0.10
H -1.055 -1.351 -3.546  0.10
H 0.314 -2.261 -3.162  0.09
H 1.629 -1.728 -4.882  0.07
H 2.030 -0.087 -5.201  0.08
H 0.494 -0.653 -5.730  0.08

The total energy is -85470.6770 eV. The value obtained for the LUMO energy is 0.0268 Eh. The SMILES is CC1(C)CCCC(C)(C)N1O.COCCNCCOC.COCCNCCOC.COCCNCCOC.COCCNCCOC.COCCNCCOC.COCCNCCOC.